C11H25N5OP | wB97M-V/def2-TZVPD

Values from the calculation:
Charge = +1
Frontier orbital gap = 8.75 eV
SMILES string = CCCCCCCn1c(NCC)n[nH]c1=P(=[NH2+])O
2S+1 = 1
HOMO level = -13.08 eV

```
43
Properties=species:S:1:pos:R:3:forces:R:3
C -4.616507 0.219612 0.674966 0.925 -0.028 0.529
C -3.125623 0.424527 0.074459 -0.769 0.247 -0.289
C -3.165724 1.481874 -1.133993 0.673 0.044 -0.334
C -1.869757 1.354391 -2.110582 -0.267 -0.041 0.731
C -0.641570 2.261104 -1.555975 -0.450 -0.855 -0.304
C 0.151985 1.482490 -0.396746 -0.067 0.066 0.091
C 1.697285 1.193993 -0.753457 -0.527 2.121 0.252
N 2.202633 -0.104022 -0.229382 2.040 -5.292 1.558
C 2.842990 -0.386878 1.049213 1.287 -1.126 1.342
N 3.066790 0.629877 2.097827 -1.741 -1.972 -1.519
C 1.732590 0.670592 2.842968 -1.071 -1.235 -0.013
C 1.558804 -0.645502 3.791503 -0.046 0.414 -0.356
N 3.213295 -1.735546 1.249436 -1.576 3.784 -1.993
N 2.815214 -2.359983 0.093231 -1.553 4.688 -1.320
C 2.206922 -1.418099 -0.808876 0.463 -1.645 1.976
P 1.474466 -1.857366 -2.495802 -1.308 -0.031 -1.980
N 2.055927 -3.450391 -3.024862 -1.513 0.596 1.816
O -0.217890 -2.103894 -2.161104 2.628 0.260 1.790
H -5.224948 1.154512 0.455903 0.613 -1.312 0.371
H -4.533535 0.072913 1.812139 -0.336 0.249 -1.685
H -5.117002 -0.713986 0.245671 0.653 1.470 0.448
H -2.401759 0.806075 0.870804 -1.045 -0.541 -0.917
H -2.746212 -0.592621 -0.286624 -0.387 1.388 0.349
H -4.136923 1.366134 -1.735769 1.472 0.010 0.867
H -3.152346 2.558328 -0.723901 -0.261 -1.630 -0.457
H -2.158600 1.635805 -3.182946 0.542 -0.314 1.585
H -1.550842 0.248392 -2.080178 -0.379 1.623 -0.394
H -1.082081 3.220773 -1.132220 0.779 -1.118 -0.712
H 0.064341 2.484431 -2.423177 -0.894 -0.058 1.169
H 0.129112 2.110733 0.552113 0.009 -0.956 -1.136
H -0.393245 0.503185 -0.191391 0.811 1.175 -0.204
H 2.322772 2.009748 -0.232575 -0.758 -1.483 -0.755
H 1.856263 1.349286 -1.868763 0.017 -0.966 1.387
H 3.754624 0.265823 2.771729 -0.090 0.086 -0.731
H 0.941534 0.531599 2.016931 0.986 0.884 1.485
H 1.600675 1.642942 3.413043 0.295 -1.246 -0.886
H 0.824020 -1.389354 3.319344 1.167 1.056 0.663
H 2.579752 -1.154783 3.888148 -1.543 0.629 0.143
H 1.136629 -0.356584 4.805595 0.708 -0.398 -1.253
H 2.945202 -3.372977 -0.013480 -0.055 0.748 -0.180
H 1.540966 -3.621903 -3.912242 0.665 0.369 0.502
H 1.680078 -4.189218 -2.392137 0.517 0.428 -0.556
H -0.260307 -2.226035 -1.178840 -0.613 -0.091 -1.080
```
Positions in Å, forces in eV/Å.

---

C4H8NO3 | wB97M-V/def2-TZVPD

Values from the calculation:
Charge = -1
Frontier orbital gap = 8.49 eV
Relative energy (zero: lowest compared OMol25 entry of this formula, charge and spin) = 27.7 kcal per mole
2S+1 = 1
HOMO level = -4.59 eV

```
16
Properties=species:S:1:pos:R:3:forces:R:3
C 0.990933 0.029436 -2.094150 -6.742 0.708 -0.960
C 0.853997 1.505073 -1.750863 0.967 1.251 0.561
O 0.898874 2.422813 -2.581179 -0.101 -0.896 -0.164
N 0.872075 1.772075 -0.436391 0.156 2.161 2.105
H 0.993362 2.813396 -0.119584 -0.599 -2.818 -1.240
H 0.613935 1.113551 0.357317 0.094 0.232 -0.718
H 0.357089 -0.568250 -1.361799 1.445 0.538 -0.464
H 1.979438 -0.212879 -2.164591 2.397 -1.012 -0.453
H 0.289410 -0.050229 -3.056972 2.249 -0.166 1.458
C -1.182053 -1.880389 1.975880 -0.464 -3.282 -0.795
C -1.045450 -0.426075 1.794209 0.988 2.600 -0.985
O -2.113918 0.210823 1.777801 0.015 0.077 0.154
O 0.127575 0.091198 1.630085 -0.749 -0.938 0.260
H -0.878081 -2.158137 3.017181 -0.854 0.167 -0.585
H -0.459209 -2.549234 1.355949 -1.139 1.391 0.655
H -2.297975 -2.113171 1.657108 2.337 -0.014 1.170
```
Positions in Å, forces in eV/Å.

---

Among the records above, which one has the lowest frontier orbital gap?
C4H8NO3

---

What is the frontier orbital gap in the second record?
8.49 eV

---

Copy entry 1 word for word.
C11H25N5OP | wB97M-V/def2-TZVPD

Values from the calculation:
Charge = +1
Frontier orbital gap = 8.75 eV
SMILES string = CCCCCCCn1c(NCC)n[nH]c1=P(=[NH2+])O
2S+1 = 1
HOMO level = -13.08 eV

```
43
Properties=species:S:1:pos:R:3:forces:R:3
C -4.616507 0.219612 0.674966 0.925 -0.028 0.529
C -3.125623 0.424527 0.074459 -0.769 0.247 -0.289
C -3.165724 1.481874 -1.133993 0.673 0.044 -0.334
C -1.869757 1.354391 -2.110582 -0.267 -0.041 0.731
C -0.641570 2.261104 -1.555975 -0.450 -0.855 -0.304
C 0.151985 1.482490 -0.396746 -0.067 0.066 0.091
C 1.697285 1.193993 -0.753457 -0.527 2.121 0.252
N 2.202633 -0.104022 -0.229382 2.040 -5.292 1.558
C 2.842990 -0.386878 1.049213 1.287 -1.126 1.342
N 3.066790 0.629877 2.097827 -1.741 -1.972 -1.519
C 1.732590 0.670592 2.842968 -1.071 -1.235 -0.013
C 1.558804 -0.645502 3.791503 -0.046 0.414 -0.356
N 3.213295 -1.735546 1.249436 -1.576 3.784 -1.993
N 2.815214 -2.359983 0.093231 -1.553 4.688 -1.320
C 2.206922 -1.418099 -0.808876 0.463 -1.645 1.976
P 1.474466 -1.857366 -2.495802 -1.308 -0.031 -1.980
N 2.055927 -3.450391 -3.024862 -1.513 0.596 1.816
O -0.217890 -2.103894 -2.161104 2.628 0.260 1.790
H -5.224948 1.154512 0.455903 0.613 -1.312 0.371
H -4.533535 0.072913 1.812139 -0.336 0.249 -1.685
H -5.117002 -0.713986 0.245671 0.653 1.470 0.448
H -2.401759 0.806075 0.870804 -1.045 -0.541 -0.917
H -2.746212 -0.592621 -0.286624 -0.387 1.388 0.349
H -4.136923 1.366134 -1.735769 1.472 0.010 0.867
H -3.152346 2.558328 -0.723901 -0.261 -1.630 -0.457
H -2.158600 1.635805 -3.182946 0.542 -0.314 1.585
H -1.550842 0.248392 -2.080178 -0.379 1.623 -0.394
H -1.082081 3.220773 -1.132220 0.779 -1.118 -0.712
H 0.064341 2.484431 -2.423177 -0.894 -0.058 1.169
H 0.129112 2.110733 0.552113 0.009 -0.956 -1.136
H -0.393245 0.503185 -0.191391 0.811 1.175 -0.204
H 2.322772 2.009748 -0.232575 -0.758 -1.483 -0.755
H 1.856263 1.349286 -1.868763 0.017 -0.966 1.387
H 3.754624 0.265823 2.771729 -0.090 0.086 -0.731
H 0.941534 0.531599 2.016931 0.986 0.884 1.485
H 1.600675 1.642942 3.413043 0.295 -1.246 -0.886
H 0.824020 -1.389354 3.319344 1.167 1.056 0.663
H 2.579752 -1.154783 3.888148 -1.543 0.629 0.143
H 1.136629 -0.356584 4.805595 0.708 -0.398 -1.253
H 2.945202 -3.372977 -0.013480 -0.055 0.748 -0.180
H 1.540966 -3.621903 -3.912242 0.665 0.369 0.502
H 1.680078 -4.189218 -2.392137 0.517 0.428 -0.556
H -0.260307 -2.226035 -1.178840 -0.613 -0.091 -1.080
```
Positions in Å, forces in eV/Å.

---

Which of these has the lowest charge?
C4H8NO3